# 1
The following is a DFT calculation (ωB97M-V/def2-TZVPD) of a 5-piece molecular cluster, C34H56F10N4O17PS overall at a distorted geometry.

Properties
charge	-1
calculated total energy	-4565.65155	hartree
Kohn-Sham gap	7.820	eV
maximum force	2.16	eV/Å
E_HOMO	-5.567	eV
energy above the lowest of the compared OMol25 structures with the same formula, charge and spin	0.0	kcal per mole
LUMO	2.253	eV

Structure (XYZ):
```
123
Properties=species:S:1:pos:R:3:forces:R:3:lowdin_charge:R:1
N -3.120470 -2.231351 -1.344414 -0.355 0.271 0.352 -0.1263
P -2.930254 -0.936057 -0.529433 0.419 -1.695 -1.278 0.4677
O -4.346459 -0.227358 -0.238756 0.018 0.247 0.162 -0.1437
O -2.215530 0.188469 -1.403308 -0.293 0.229 0.590 -0.1172
N -2.078111 -1.080760 0.913958 -0.638 0.765 0.765 0.0024
C -0.714514 -0.415125 0.998194 0.336 0.441 -0.589 -0.2806
C -0.899297 1.121650 0.946016 0.095 0.041 0.080 -0.1192
C -0.262885 2.017056 2.008247 -0.565 0.420 -0.057 -0.1548
C -0.965103 2.043481 3.350581 0.951 0.247 0.181 -0.2123
F -2.272122 2.496716 3.204685 -0.187 -0.201 0.028 -0.0556
C 0.134202 -0.924014 2.168442 0.180 -0.523 -0.207 -0.1283
C 1.644804 -0.608052 2.045030 -0.430 -0.150 0.901 -0.1626
C 2.491793 -1.846582 1.708783 0.707 0.678 -0.483 -0.1923
C 3.504372 -2.163818 2.805829 -0.450 0.075 0.350 -0.2104
C 2.851296 -2.814183 4.029885 0.347 -0.432 -0.103 -0.2082
C 1.917368 -3.980238 3.689357 -0.093 0.273 0.643 -0.2729
C 1.798694 -4.937496 4.869958 0.107 0.486 -0.255 -0.4767
S 0.670778 -6.305186 4.477203 -0.068 -0.546 0.364 0.9947
C -0.691152 -5.834078 5.455522 0.098 1.351 -0.197 -0.6926
N -1.056131 -4.602455 5.691733 -0.070 -0.956 0.154 0.0580
N -2.159984 -4.691555 6.538707 0.045 -1.099 0.091 0.0533
C -2.373438 -5.958873 6.713974 0.249 1.329 -0.149 -0.1906
O -1.477852 -6.746982 6.062019 -0.199 0.015 0.082 0.0328
C 0.119332 -0.988523 -0.245118 -0.122 -0.310 -0.049 -0.7040
O -0.029762 -2.211656 -0.381531 -0.006 -0.316 -0.113 -0.0115
O 0.859169 -0.216310 -0.872341 0.039 0.560 0.146 -0.0234
C -2.638919 -1.528579 2.120439 0.104 -0.026 -0.459 -0.4300
F -1.989940 -2.648508 2.570023 -0.028 0.029 0.100 0.1118
F -2.489608 -0.580365 3.102132 0.001 -0.124 0.062 0.1074
C -4.154490 -1.899291 2.232351 0.290 0.208 0.746 -0.3400
F -4.853263 -0.751758 2.326299 -0.112 -0.186 -0.052 0.1219
F -4.634374 -2.636538 1.224076 -0.023 0.017 -0.276 0.1455
C -4.465336 -2.718360 3.546489 -0.620 0.106 -0.402 -0.3425
F -3.681332 -2.402943 4.566838 0.329 0.002 0.127 0.1714
F -5.731317 -2.386178 3.903377 -0.133 0.039 0.059 0.1383
C -4.509820 -4.267584 3.355447 0.244 0.285 0.519 -0.5783
F -4.422126 -4.824554 4.563103 -0.051 -0.204 0.372 0.1627
F -5.660988 -4.643939 2.825820 -0.443 -0.083 -0.373 0.1862
F -3.524964 -4.733577 2.621832 0.433 -0.219 -0.417 0.1979
H -2.653634 -3.019053 -0.915959 0.188 -0.052 -0.205 -0.0093
H -4.978283 -0.751169 -0.751735 -0.118 -0.020 0.094 0.0851
H -2.554497 1.059061 -1.153711 0.237 0.081 -0.114 0.0887
H -0.552359 1.464519 -0.026779 0.244 -0.107 -0.034 0.1052
H -1.965001 1.356373 0.979672 -0.122 -0.065 0.117 0.1033
H -0.374673 3.041494 1.639627 0.119 0.073 -0.112 0.1158
H 0.805960 1.888201 2.154590 0.072 -0.299 0.033 0.1048
H -0.942221 1.094707 3.877323 -0.413 -0.144 -0.083 0.0950
H -0.444346 2.764184 3.986429 -0.105 0.107 0.085 0.1127
H -0.249965 -0.662363 3.148166 0.004 0.251 0.006 0.0959
H 0.076423 -2.005453 2.104743 -0.149 -0.067 0.065 0.0907
H 1.944219 -0.266346 3.040928 0.138 0.134 0.017 0.1027
H 1.848144 0.215059 1.369945 -0.023 -0.072 -0.279 0.0960
H 1.860654 -2.697967 1.476627 -0.067 -0.089 -0.048 0.0950
H 3.048422 -1.633631 0.796092 -0.049 -0.080 -0.152 0.1153
H 3.961903 -1.232793 3.146674 0.155 0.096 -0.118 0.1049
H 4.322254 -2.783508 2.437559 -0.070 -0.233 -0.089 0.1056
H 3.645823 -3.188605 4.683195 0.059 0.067 0.112 0.1035
H 2.296629 -2.078398 4.612075 -0.068 0.107 0.021 0.1124
H 2.243431 -4.509951 2.797454 0.006 -0.045 -0.125 0.1138
H 0.914883 -3.584747 3.535370 -0.080 -0.083 -0.428 0.0982
H 2.769588 -5.334622 5.160647 0.015 -0.306 -0.104 0.0744
H 1.406545 -4.395489 5.724712 -0.153 -0.088 0.120 0.0755
H -3.156062 -6.386432 7.310677 0.000 -0.294 -0.062 0.1261
C -0.355413 0.391169 -3.843791 0.034 0.295 -0.374 -0.0623
C 0.332682 -0.687375 -4.637926 -0.036 -0.104 0.389 -0.1799
O 0.326965 -0.419162 -6.066218 0.024 -0.087 -0.107 0.0319
C 1.207036 0.467035 -6.497800 -0.127 -0.066 0.150 -0.6512
O 2.032150 1.050188 -5.843970 0.034 0.079 -0.010 0.1195
O 1.046404 0.602231 -7.825659 0.021 0.058 -0.052 -0.0165
C 1.914032 1.572066 -8.412334 0.070 0.024 -0.138 -0.0502
H -1.368575 0.556424 -4.216125 -0.031 -0.114 0.039 0.0831
H -0.394968 0.092326 -2.804154 0.077 -0.029 0.097 0.0393
H 0.187699 1.335538 -3.911777 0.068 -0.050 0.020 0.0789
H -0.199015 -1.629739 -4.529076 -0.023 -0.012 -0.154 0.1289
H 1.355826 -0.838822 -4.296770 0.049 0.105 -0.073 0.1209
H 2.953623 1.371938 -8.157211 -0.004 0.025 0.067 0.0895
H 1.639511 2.574000 -8.084507 0.059 0.001 0.059 0.0961
H 1.778694 1.491137 -9.487788 -0.076 -0.052 0.013 0.0898
C 4.520057 7.601275 1.995019 0.081 -0.060 -0.170 -0.0692
C 3.176036 6.932230 2.190065 0.061 0.146 0.261 -0.2189
O 2.667850 6.385817 0.967478 -0.033 0.038 0.004 0.0323
C 3.217320 5.226999 0.590684 -0.119 -0.052 -0.086 -0.6158
O 4.065129 4.621007 1.193478 0.063 0.022 0.042 0.1193
O 2.659330 4.862071 -0.557562 -0.014 -0.009 0.008 0.0084
C 3.199960 3.658573 -1.121794 0.008 -0.216 -0.157 -0.0197
H 4.459438 8.351282 1.205214 -0.038 0.054 0.053 0.0795
H 4.836638 8.087825 2.918061 -0.027 0.012 0.013 0.0767
H 5.279445 6.874575 1.710558 -0.017 -0.041 0.055 0.0736
H 2.431665 7.661761 2.504383 -0.075 -0.024 -0.104 0.1203
H 3.224356 6.153067 2.950432 0.052 -0.075 -0.074 0.1225
H 3.173264 2.840682 -0.406612 0.056 0.049 0.075 0.0957
H 4.219575 3.843303 -1.456065 0.038 -0.078 0.071 0.0968
H 2.578859 3.394576 -1.971687 -0.090 0.158 0.014 0.0957
C 8.406994 -1.452845 -6.700541 -0.133 0.004 0.141 -0.0669
C 7.758717 -1.971559 -7.966328 0.296 0.102 -0.066 -0.2208
O 6.531146 -2.658705 -7.695274 0.000 -0.045 -0.003 0.0324
C 5.481111 -1.868155 -7.449162 -0.051 -0.047 -0.074 -0.6099
O 5.486707 -0.664754 -7.476808 0.010 0.046 -0.007 0.1241
O 4.434107 -2.642406 -7.191871 -0.006 -0.024 0.028 0.0180
C 3.241412 -1.930469 -6.831439 -0.197 -0.045 0.073 -0.0172
H 8.540849 -2.263366 -5.983236 0.065 -0.027 -0.041 0.0812
H 9.381449 -1.018771 -6.926435 0.011 -0.017 -0.023 0.0771
H 7.789735 -0.688588 -6.231128 -0.003 0.036 -0.057 0.0761
H 8.397917 -2.712596 -8.443711 -0.093 -0.094 0.012 0.1192
H 7.581997 -1.168888 -8.682182 -0.095 0.036 0.060 0.1208
H 3.003602 -1.175325 -7.575681 0.079 0.037 -0.010 0.0863
H 3.357985 -1.470320 -5.852306 0.047 0.098 -0.044 0.1039
H 2.441597 -2.663548 -6.793604 0.086 -0.094 -0.018 0.1050
C -6.048454 2.231292 3.129046 -0.183 0.146 0.046 -0.0548
C -6.040644 1.976310 1.638972 0.264 0.017 0.193 -0.2019
O -7.267969 2.414589 1.013663 -0.038 0.001 -0.022 0.0458
C -7.382849 3.718059 0.813963 0.031 -0.084 -0.051 -0.6151
O -6.567087 4.565408 1.070086 0.002 0.054 0.030 0.1216
O -8.578657 3.948619 0.252543 -0.042 0.015 0.005 -0.0027
C -8.860302 5.328251 0.028584 -0.095 0.078 -0.076 -0.0524
H -6.927026 1.773554 3.587714 0.050 -0.089 -0.003 0.0826
H -5.151429 1.809400 3.581281 0.022 -0.024 -0.033 0.0746
H -6.073778 3.298890 3.345906 0.070 0.008 -0.038 0.0750
H -5.984453 0.917636 1.432679 -0.137 -0.058 -0.135 0.0890
H -5.189201 2.454794 1.156609 -0.078 0.110 -0.023 0.1262
H -8.063146 5.802975 -0.539324 0.049 0.006 0.054 0.0934
H -8.997082 5.846891 0.976788 0.078 0.030 0.000 0.0956
H -9.784928 5.362006 -0.541116 -0.014 -0.088 0.016 0.0893
```
Forces are in eV/Å.

***

# 2
The following is a DFT calculation (ωB97M-V/def2-TZVPD) of C32H31BrIN7OPSV as an isolated structure at a distorted geometry.

Properties
charge	+2
⟨S²⟩	2.024
calculated total energy	-6251.44598	hartree
Kohn-Sham gap (alpha / beta)	7.037 / 7.763	eV
maximum force	2.76	eV/Å
E_HOMO (alpha / beta)	-12.987 / -12.992	eV
energy above the lowest of the compared OMol25 structures with the same formula, charge and spin	5.1	kcal per mole
LUMO (alpha / beta)	-5.950 / -5.230	eV
multiplicity	3

Structure (XYZ):
```
76
Properties=species:S:1:pos:R:3:forces:R:3:lowdin_spin:R:1
V 0.886209 -0.769863 0.134489 0.553 1.484 -2.040 1.8788
C 5.226724 -1.780826 -1.453749 0.000 0.068 0.079 0.0006
N 4.270474 -2.879260 -1.348454 -0.037 0.011 -0.024 0.0031
C 4.691794 -4.234514 -1.698439 -0.047 -0.100 -0.038 0.0002
C 3.028127 -2.617325 -0.924656 0.134 -0.127 0.022 0.0044
N 2.628948 -1.444254 -0.511299 0.757 -0.137 -0.159 0.0042
N 2.152789 -3.681808 -0.928830 0.025 0.037 -0.014 0.0017
C 0.804084 -3.647210 -0.643600 -0.253 -0.014 0.025 0.0159
N 0.181650 -4.837363 -0.737813 -0.035 -0.013 -0.011 0.0125
N 0.194942 -2.553888 -0.329381 -0.306 -1.054 -0.349 0.0121
H 6.108244 -2.131270 -1.978213 0.014 -0.021 0.003 0.0001
H 5.533129 -1.417586 -0.469437 0.002 -0.025 -0.011 0.0002
H 4.802361 -0.956683 -2.030922 0.010 -0.029 -0.018 0.0002
H 5.740904 -4.220602 -1.969447 0.018 0.037 0.005 0.0000
H 4.135071 -4.617449 -2.557495 0.027 0.023 -0.007 0.0001
H 4.587660 -4.918251 -0.852489 0.024 0.025 0.015 0.0001
H 3.379384 -0.768521 -0.482116 0.180 -0.125 -0.053 0.0041
H 2.542236 -4.583986 -1.139482 -0.014 -0.010 -0.064 0.0002
H 0.642733 -5.688771 -1.004389 0.064 0.023 -0.007 0.0003
H -0.802541 -4.898241 -0.543005 -0.003 -0.007 0.031 0.0004
H -0.789482 -2.706494 -0.135476 -0.075 -0.023 0.034 0.0070
O 0.765787 2.198063 -5.736676 -0.112 -0.011 -0.216 0.0004
C 0.843704 1.530801 -4.592803 0.014 -0.156 0.357 0.0006
C 1.815796 1.743287 -3.614716 0.126 0.113 -0.065 -0.0001
C 1.759233 1.002719 -2.459340 -0.074 0.002 -0.002 0.0028
N 0.833806 0.069315 -2.184950 -0.310 -0.115 0.212 0.0033
C -0.056425 -0.147390 -3.161678 0.149 0.038 0.053 0.0012
Br -1.302940 -1.553513 -2.987448 -0.062 -0.014 0.050 0.0018
C -0.108332 0.542428 -4.350190 -0.004 0.163 -0.181 -0.0001
H 1.493563 2.817720 -5.864304 0.051 0.038 0.083 0.0000
H 2.598561 2.479590 -3.746795 -0.012 -0.007 0.008 0.0000
H 2.502580 1.179634 -1.693048 0.017 -0.003 -0.064 0.0008
H -0.861461 0.335361 -5.096478 -0.002 -0.063 0.040 0.0000
I 2.151193 1.610115 1.018225 0.064 0.387 0.192 -0.0029
C 1.141253 2.385308 2.717591 0.096 -0.308 -0.205 0.0031
C 1.989340 2.908991 3.650340 0.079 -0.148 -0.193 0.0000
C 1.477427 3.652035 4.724284 -0.079 0.102 0.116 0.0002
C 0.137717 3.887074 4.786162 0.129 -0.001 0.009 -0.0002
C -0.750023 3.346393 3.826016 0.101 -0.114 -0.121 0.0004
C -2.119531 3.672436 3.914649 -0.094 -0.016 -0.060 -0.0001
C -3.006865 3.210247 2.989267 -0.023 0.102 0.153 -0.0003
C -2.559479 2.329350 2.000178 0.215 -0.113 -0.022 -0.0013
C -1.241755 1.926319 1.891106 -0.100 -0.090 -0.066 -0.0018
P -1.107284 0.538016 0.662017 -1.188 0.892 -0.034 0.0017
C -2.329374 -0.647644 1.333227 0.116 -0.108 -0.083 0.0047
C -2.934536 -1.581704 0.489203 -0.044 0.003 -0.079 0.0016
C -3.773813 -2.560459 1.001811 -0.004 -0.071 -0.035 0.0000
C -4.000480 -2.638786 2.367620 0.019 0.012 0.085 0.0016
C -3.384219 -1.731801 3.216132 -0.002 0.009 0.004 0.0001
C -2.552777 -0.745462 2.706790 0.047 0.046 -0.083 0.0016
C -1.843143 1.401425 -0.774511 -0.096 -0.055 0.026 -0.0002
C -1.113092 2.484772 -1.270125 -0.023 -0.058 -0.044 -0.0004
C -1.603439 3.238113 -2.321866 0.036 0.024 -0.017 0.0002
C -2.832096 2.922572 -2.889257 -0.049 -0.022 -0.012 -0.0005
C -3.565421 1.855763 -2.395340 -0.025 0.028 -0.055 0.0000
C -3.075800 1.096740 -1.339787 0.024 -0.046 0.014 -0.0004
C -0.271412 2.505560 2.765744 -0.069 0.011 0.122 0.0007
H 3.058096 2.775228 3.551016 -0.009 0.030 0.018 -0.0001
H 2.157091 4.063592 5.457092 -0.023 -0.006 0.018 0.0000
H -0.275732 4.508630 5.569864 -0.001 -0.015 0.010 0.0000
H -2.443360 4.313124 4.724972 -0.006 0.006 -0.008 0.0000
H -4.052085 3.483303 3.036059 0.007 0.000 -0.019 0.0000
H -3.294313 1.921368 1.319328 -0.041 -0.022 -0.013 -0.0002
H -2.791827 -1.523889 -0.583405 0.080 -0.058 0.039 0.0001
H -4.262521 -3.255840 0.330801 -0.004 0.016 -0.006 0.0000
H -4.653557 -3.399907 2.772927 -0.013 0.003 -0.027 0.0001
H -3.550230 -1.783755 4.283904 0.005 -0.023 -0.005 0.0000
H -2.078909 -0.054989 3.390583 0.008 0.054 0.015 0.0000
H -0.167523 2.756074 -0.814989 0.032 0.020 0.009 0.0001
H -1.037583 4.083654 -2.692613 0.002 -0.004 0.025 0.0000
H -3.225839 3.519301 -3.701489 0.017 -0.006 -0.003 0.0000
H -4.531329 1.620132 -2.822849 0.009 -0.013 0.010 0.0000
H -3.668265 0.275422 -0.958425 -0.031 0.136 -0.025 0.0000
S 0.372498 -2.311674 4.361077 0.034 0.026 -0.029 0.0325
C 0.603864 -1.689089 2.942353 -0.015 0.038 0.006 0.0300
N 0.779821 -1.209912 1.856949 -0.001 -0.657 2.676 -0.0269
```
Forces are in eV/Å.